# C46H49As2N2O2P2RuS

A structure of composition C46H49As2N2O2P2RuS in a non-equilibrium geometry (wB97M-V/def2-TZVPD, OMol25).

Cartesian coordinates (Å):
Ru1 0.8780 -0.8792 0.0019
C1 5.0256 -2.1900 -0.5392
As1 3.4155 -1.1178 -0.5699
C2 3.6172 -0.1154 -2.1971
C3 4.0626 0.0615 0.8612
C4 5.1501 0.9184 0.6958
C5 5.6512 1.6376 1.7745
C6 5.1002 1.4629 3.0365
C7 4.0219 0.6030 3.2083
C8 3.5042 -0.0911 2.1172
As2 1.8825 -1.1311 2.2449
C9 1.2191 -0.6576 3.9840
C10 2.5387 -2.9293 2.5328
H1 5.8408 -1.4818 -0.6585
H2 5.0120 -2.9077 -1.3498
H3 5.1282 -2.7039 0.4121
H4 4.4296 0.6027 -2.1267
H5 2.6920 0.3943 -2.4047
H6 3.8146 -0.8266 -2.9946
H7 5.5943 1.0478 -0.2838
H8 6.4721 2.3317 1.6306
H9 5.5020 2.0003 3.8875
H10 3.5986 0.4736 4.1965
H11 1.9548 -1.0010 4.7052
H12 0.2706 -1.1522 4.1611
H13 1.0776 0.4149 4.0532
H14 3.2226 -2.9082 3.3759
H15 3.0498 -3.2943 1.6478
H16 1.7083 -3.5971 2.7584
C11 -5.0007 5.2462 -1.4599
S1 -3.5038 4.9136 -2.4101
C12 -3.3233 3.1532 -2.0540
C13 -2.1258 2.6440 -2.8438
C14 -1.7069 1.2063 -2.5348
N1 -1.4252 0.9288 -1.0725
P1 -1.6103 -0.7978 -0.5775
C15 -2.0608 -0.7241 1.2070
C16 -1.5857 -1.7038 2.0813
C17 -2.1009 -1.8258 3.3658
C18 -3.0943 -0.9633 3.8021
C19 -3.5522 0.0391 2.9522
C20 -3.0411 0.1546 1.6715
C21 -3.2500 -1.1446 -1.3340
C22 -4.1766 -0.0974 -1.2998
C23 -5.4775 -0.2991 -1.7246
C24 -5.8717 -1.5432 -2.2050
C25 -4.9454 -2.5679 -2.2918
C26 -3.6360 -2.3752 -1.8658
P2 0.1550 1.3439 -0.5655
C27 0.7530 2.7529 -1.5061
C28 1.3425 2.5543 -2.7578
C29 1.8204 3.6304 -3.4840
C30 1.7172 4.9148 -2.9629
C31 1.1338 5.1170 -1.7191
C32 0.6619 4.0416 -0.9812
C33 -0.0251 2.0734 1.0874
C34 -1.2085 2.6460 1.5423
C35 -1.2416 3.2876 2.7723
C36 -0.0904 3.3734 3.5487
C37 1.1015 2.8277 3.0875
C38 1.1344 2.1787 1.8603
H17 -5.2286 6.3025 -1.5963
H18 -4.8418 5.0507 -0.3982
H19 -5.8353 4.6517 -1.8328
H20 -4.2456 2.6423 -2.3388
H21 -3.1569 3.0442 -0.9779
H22 -1.2906 3.3209 -2.6679
H23 -2.3505 2.6935 -3.9128
H24 -0.8287 0.9697 -3.1483
H25 -2.4916 0.5374 -2.8561
H26 -0.8714 -2.4361 1.7422
H27 -1.7571 -2.6272 4.0091
H28 -3.5291 -1.0838 4.7871
H29 -4.3386 0.7099 3.2797
H30 -3.4317 0.9284 1.0217
H31 -3.8799 0.8814 -0.9471
H32 -6.1854 0.5198 -1.6799
H33 -6.8962 -1.7049 -2.5192
H34 -5.2369 -3.5309 -2.6939
H35 -2.9407 -3.1876 -1.9437
H36 1.4048 1.5632 -3.1871
H37 2.2678 3.4691 -4.4564
H38 2.0927 5.7596 -3.5278
H39 1.0408 6.1176 -1.3177
H40 0.2142 4.2196 -0.0136
H41 -2.0934 2.6120 0.9168
H42 -2.1631 3.7415 3.1196
H43 -0.1191 3.8864 4.5034
H44 2.0097 2.9222 3.6712
H45 2.0721 1.8124 1.4683
O1 -1.3869 -3.1954 -0.2168
C39 -0.3208 -3.5624 -0.6696
N2 0.7162 -2.7114 -1.0470
C40 1.7647 -3.5259 -1.5146
O2 2.8146 -3.1047 -1.9442
C41 1.3727 -4.9542 -1.3723
C42 2.0885 -6.1095 -1.5911
C43 1.4578 -7.3150 -1.2768
C44 0.1575 -7.3368 -0.7835
C45 -0.5554 -6.1561 -0.5722
C46 0.0850 -4.9753 -0.8737
H46 3.1003 -6.0825 -1.9766
H47 1.9925 -8.2474 -1.4122
H48 -0.3094 -8.2873 -0.5557
H49 -1.5676 -6.1717 -0.1860

Its total charge is +2. Its HOMO energy (alpha / beta) is -0.450 / -0.450 Ha. As for the spin multiplicity: 2.


# C4H12

A cluster of 2 separate species, C4H12 in total in a non-equilibrium geometry (wB97M-V/def2-TZVPD, OMol25).

Cartesian coordinates (Å):
C1 0.8313 2.0622 -1.0983
C2 0.3390 2.3961 0.3189
H1 1.7351 2.6668 -1.2233
H2 0.9474 0.9723 -1.1862
H3 0.1814 2.2549 -1.9580
H4 -0.1453 1.5336 0.8297
H5 -0.1562 3.3551 0.2145
H6 1.1927 2.6805 0.9698
C3 -1.0187 -2.2419 -0.2538
C4 -0.1727 -2.2550 1.0091
H7 -2.0365 -2.5858 -0.0747
H8 -1.1248 -1.2898 -0.7393
H9 -0.6091 -2.9235 -1.0066
H10 0.4671 -3.0936 1.2924
H11 0.4341 -1.3358 1.0383
H12 -0.8648 -2.1959 1.8674

The relative energy (zero: lowest compared OMol25 entry of this formula, charge and spin) is 14.5 kcal per mole. Its HOMO energy is -0.413 Ha. The structure (SMILES) is CC.CC. As for the spin multiplicity: 1.


# C24H34BCl3F2LiN4Na2O6

A structure of composition C24H34BCl3F2LiN4Na2O6 in a non-equilibrium geometry (wB97M-V/def2-TZVPD, OMol25).

Cartesian coordinates (Å):
C1 -3.0701 3.2411 -3.1340
N1 -3.9657 2.3772 -2.3664
C2 -3.6882 0.9458 -2.6724
C3 -3.4703 0.1946 -1.3790
C4 -4.5503 -0.0806 -0.5925
C5 -4.4700 -0.7444 0.6488
C6 -3.2212 -1.1680 1.1006
C7 -2.0888 -0.9282 0.3233
C8 -0.8055 -1.3497 0.7992
C9 -0.6742 -2.0003 2.1214
C10 -0.6831 -3.3748 2.2651
C11 -0.5334 -3.9757 3.4986
N2 -0.4034 -3.2682 4.6168
C12 -0.4403 -1.9507 4.4809
C13 -0.5544 -1.2565 3.2882
C14 0.3410 -1.1150 0.0308
O1 1.5766 -1.5007 0.5128
B1 2.0456 -2.7320 0.0642
O2 1.6787 -3.9352 0.6121
O3 3.0144 -2.7873 -0.9872
N3 0.1768 -0.4379 -1.1926
C15 1.3803 -0.1186 -2.0001
C16 -1.0204 -0.0207 -1.6691
C17 -2.1775 -0.2405 -0.9538
H1 -3.2714 4.2839 -2.9204
H2 -2.0140 3.0430 -2.9203
H3 -3.2335 3.0522 -4.1928
H4 -3.7017 2.4763 -1.3891
H5 -4.5360 0.5076 -3.1968
H6 -2.8171 0.8627 -3.3253
H7 -5.5478 0.2088 -0.9140
H8 -5.4532 -0.9054 1.1837
H9 -3.0920 -1.7295 2.0828
H10 -0.8280 -4.0135 1.3933
H11 -0.5456 -5.0555 3.5797
H12 -0.3742 -1.3687 5.3945
H13 -0.5766 -0.1756 3.2668
H14 0.9122 -4.3718 0.2269
H15 2.6943 -3.4344 -1.6149
H16 2.1469 0.2234 -1.3041
H17 1.7481 -0.9811 -2.5411
H18 1.1573 0.7132 -2.6563
H19 -1.0419 0.5032 -2.6118
O4 3.1344 -0.2086 -4.4373
H20 3.8359 -0.7623 -4.7929
H21 3.4994 0.6832 -4.5058
Cl1 -7.3272 -1.2615 1.2805
Na1 -0.5917 -2.7213 -1.2725
F1 -3.2422 -2.6703 3.3034
Na2 -3.5943 5.3439 -1.8270
C18 -4.1037 -6.0235 2.6510
C19 -3.0608 -6.4656 1.7318
N4 -2.2279 -6.7371 0.9869
H22 -5.0450 -5.9199 2.1148
H23 -4.2235 -6.7502 3.4523
H24 -3.8279 -5.0501 3.0716
C20 0.5751 3.9694 -0.8760
Cl2 -0.4824 5.2990 -0.3403
Cl3 0.5582 3.7580 -2.6244
H25 1.5919 4.1864 -0.5713
H26 0.2209 3.0565 -0.4098
O5 3.6111 3.9052 -1.0128
C21 4.4610 4.0494 -0.1642
O6 4.8741 2.9723 0.5107
C22 6.0013 2.9877 1.4056
C23 5.6133 3.4401 2.7963
C24 4.9929 5.4131 0.1960
H27 6.8138 3.5811 0.9867
H28 6.3503 1.9576 1.4348
H29 5.2443 4.4658 2.7985
H30 6.4711 3.3828 3.4654
H31 4.8185 2.8074 3.1915
H32 4.3226 5.8709 0.9231
H33 5.0031 6.0212 -0.7051
H34 6.0034 5.4046 0.5942
F2 0.5292 -2.1169 -5.0226
Li1 3.1785 -3.4806 -3.2897

The relative energy (zero: lowest compared OMol25 entry of this formula, charge and spin) is 0.0 kcal per mole. Its total charge is +1. Its HOMO energy is -0.300 Ha. As for the spin multiplicity: 1.


# C72H162N6O27

A cluster of 15 separate species, C72H162N6O27 in total in a non-equilibrium geometry (wB97M-V/def2-TZVPD, OMol25).

Cartesian coordinates (Å):
C1 12.9356 15.9500 22.6935
C2 12.4773 14.5872 22.1868
N1 12.0225 14.6359 20.8319
C3 13.1964 14.5364 19.9310
C4 13.1218 15.1892 18.5304
C5 10.9803 13.7371 20.5529
C6 9.6339 14.2067 21.0612
H1 12.0706 16.6331 22.7859
H2 13.6454 16.3626 21.9382
H3 13.4617 15.8748 23.6241
H4 13.2391 13.7633 22.2881
H5 11.6373 14.2945 22.8125
H6 14.0611 14.9800 20.4010
H7 13.4473 13.4856 19.8466
H8 13.8238 14.7749 17.8233
H9 12.1557 15.0664 18.0304
H10 13.3170 16.2652 18.5319
H11 11.1687 12.7733 21.0089
H12 10.9168 13.6162 19.4479
H13 8.9103 13.3664 21.1069
H14 9.1421 14.8954 20.3858
H15 9.8385 14.5820 22.0487
C7 12.1650 23.4998 12.7488
C8 12.1222 22.3284 11.8396
N2 12.9619 21.2151 12.3471
C9 12.5127 19.9219 11.8312
C10 12.4127 19.6976 10.3471
C11 14.3927 21.4410 12.2484
C12 15.1472 20.4588 13.1386
H16 13.1501 23.9152 12.9136
H17 11.6965 23.2856 13.6904
H18 11.5271 24.2953 12.2868
H19 11.1213 22.0161 11.7679
H20 12.4015 22.6351 10.8258
H21 13.1765 19.1898 12.1855
H22 11.5619 19.7170 12.3364
H23 11.8626 18.7806 10.0347
H24 11.8179 20.5226 9.9534
H25 13.3926 19.6708 9.8857
H26 14.6305 22.4603 12.5845
H27 14.7789 21.3859 11.2303
H28 14.9701 19.3969 12.9497
H29 14.8477 20.5421 14.1702
H30 16.2115 20.6422 13.1224
C13 22.5396 15.7166 14.8433
C14 23.1612 14.5469 15.5839
N3 22.2861 13.9885 16.6039
C15 21.1700 13.2654 16.0215
C16 19.9717 13.1250 16.9796
C17 23.0364 13.1848 17.5321
C18 23.8497 13.9254 18.6019
H31 23.3157 16.4116 14.5360
H32 21.9791 16.3246 15.5555
H33 21.9586 15.4717 13.9558
H34 23.4557 13.7763 14.8683
H35 24.0864 14.8597 16.0940
H36 20.8072 13.8977 15.1841
H37 21.5479 12.3123 15.6582
H38 20.1763 12.5861 17.9146
H39 19.6976 14.1849 17.2271
H40 19.2006 12.5990 16.4136
H41 23.5863 12.3998 17.0208
H42 22.3548 12.5732 18.1530
H43 23.1720 14.5071 19.2150
H44 24.5659 14.6804 18.1614
H45 24.4612 13.2367 19.1600
C19 16.2443 14.5529 16.7602
C20 15.8035 15.7958 15.9401
N4 16.6676 16.9225 16.0103
C21 18.0539 16.6539 15.7588
C22 18.2608 15.8545 14.4637
C23 16.4941 17.6959 17.2524
C24 17.0280 19.0939 17.0484
H46 17.2063 14.1496 16.4481
H47 15.5221 13.7323 16.7629
H48 16.3149 14.8444 17.8349
H49 15.8047 15.4908 14.8791
H50 14.7989 16.1290 16.2191
H51 18.4714 16.0427 16.6546
H52 18.6057 17.5791 15.8590
H53 19.3644 15.8624 14.3429
H54 17.8423 16.3736 13.6324
H55 17.9927 14.7976 14.5178
H56 15.4218 17.7144 17.3741
H57 16.9730 17.2231 18.1094
H58 18.1245 19.1098 16.9808
H59 16.5666 19.4634 16.1269
H60 16.8021 19.6962 17.9157
C25 18.0180 22.4127 17.9669
C26 19.3431 21.8767 18.5149
N5 19.4619 22.0138 19.9916
C27 18.4224 21.3748 20.7485
C28 18.3205 19.8504 20.7945
C29 20.7628 21.6745 20.4038
C30 21.0839 22.0781 21.8519
H61 18.1287 22.5883 16.9062
H62 17.7421 23.3188 18.4916
H63 17.2503 21.6639 18.0722
H64 19.4497 20.8240 18.1834
H65 20.1480 22.5015 18.0718
H66 18.5300 21.6978 21.7947
H67 17.4243 21.7661 20.4379
H68 19.2158 19.2477 21.0511
H69 17.5836 19.6491 21.5644
H70 17.9736 19.3743 19.8871
H71 21.4036 22.2270 19.7338
H72 21.0873 20.6100 20.2578
H73 20.6946 21.4252 22.6507
H74 20.7078 23.0862 21.9997
H75 22.1615 22.2375 21.9060
C31 17.6610 14.2330 10.0258
C32 17.8117 13.6384 11.4116
N6 18.6943 12.4976 11.4118
C33 20.0451 12.8562 11.0711
C34 20.6363 13.9514 11.9409
C35 18.1904 11.4610 10.5413
C36 18.8483 10.1100 10.8234
H76 17.2927 13.4370 9.3554
H77 18.5605 14.7112 9.6565
H78 16.8455 14.9815 10.0059
H79 18.1555 14.4301 12.0890
H80 16.8050 13.2415 11.6728
H81 20.6371 11.9571 11.2137
H82 20.2472 13.1812 10.0307
H83 20.2088 14.9251 11.8515
H84 20.5968 13.6493 12.9632
H85 21.7031 14.0942 11.6856
H86 18.3604 11.6941 9.4695
H87 17.1007 11.3602 10.6676
H88 18.6855 9.7502 11.8419
H89 19.9128 10.0497 10.6195
H90 18.3117 9.4070 10.1679
C37 25.4061 17.4881 17.1937
C38 25.6995 18.8956 16.6836
O1 24.4067 19.5754 16.5412
C39 23.8967 19.6400 15.3383
O2 24.2998 18.9429 14.3797
O3 22.8293 20.4014 15.1880
C40 22.2771 21.0407 16.3356
H91 24.8208 17.5285 18.0779
H92 26.3248 16.9445 17.3440
H93 24.8831 16.8868 16.4359
H94 26.1243 18.8601 15.7089
H95 26.3269 19.4542 17.3669
H96 22.9431 21.8200 16.7114
H97 22.0185 20.4045 17.1508
H98 21.4304 21.5519 15.8743
C41 14.9919 22.2545 16.3708
C42 13.5404 22.2679 16.0284
O4 12.8072 22.6848 17.2401
C43 12.4106 21.6490 18.0261
O5 12.4719 20.5090 17.7464
O6 11.8020 22.2187 19.0770
C44 11.2502 21.1966 19.9075
H99 15.3151 21.3342 16.8522
H100 15.3402 23.1077 16.9475
H101 15.5034 22.3697 15.4023
H102 13.1525 21.3327 15.6101
H103 13.2664 23.0572 15.3327
H104 10.3903 20.7579 19.4178
H105 11.0449 21.6863 20.8465
H106 11.8773 20.3722 20.1747
C45 12.0708 12.6133 14.9247
C46 12.3222 13.9053 14.1549
O7 12.4502 14.9715 15.2106
C47 12.7899 16.1738 14.7172
O8 13.0876 16.3422 13.5842
O9 12.8517 17.0921 15.7229
C48 13.3840 18.3954 15.4422
H107 11.6208 11.8661 14.2792
H108 11.3284 12.7263 15.7271
H109 12.9866 12.3554 15.4180
H110 11.4533 14.1959 13.6208
H111 13.1691 13.9522 13.4820
H112 12.7721 18.7657 14.6352
H113 14.4262 18.3315 15.2189
H114 13.1977 18.9873 16.3593
C49 20.0803 18.8698 13.4024
C50 19.1142 20.0304 13.2878
O10 19.8346 21.2073 14.0012
C51 19.0997 22.2443 14.2912
O11 17.9039 22.2926 14.1698
O12 19.8365 23.2239 14.8028
C52 19.2389 24.5279 15.0627
H115 20.3785 18.7306 14.4321
H116 21.0174 18.9248 12.8728
H117 19.5827 17.9314 13.1173
H118 18.1520 19.8378 13.7739
H119 18.8719 20.3822 12.2792
H120 18.8138 24.8197 14.0968
H121 20.0337 25.1532 15.4157
H122 18.4208 24.3932 15.7866
C53 13.6995 10.8552 17.7941
C54 14.1985 9.9270 16.6714
O13 15.6040 10.1151 16.4606
C55 15.9104 10.9016 15.4404
O14 15.1542 11.5534 14.7849
O15 17.2165 10.7776 15.2052
C56 17.7107 11.5557 14.0903
H123 13.3092 11.8372 17.4697
H124 14.5009 11.0252 18.4993
H125 12.8139 10.3709 18.2047
H126 13.5743 10.1275 15.7925
H127 14.1243 8.8658 16.8807
H128 17.1056 11.3522 13.1956
H129 18.7093 11.1384 13.9069
H130 17.7332 12.6229 14.2756
C57 17.4046 11.6829 18.9898
C58 17.5092 11.4127 20.5414
O16 16.4270 12.1739 21.1654
C59 16.4759 12.1836 22.5084
O17 17.1874 11.5369 23.2440
O18 15.6363 13.1628 22.9851
C60 15.3501 13.0921 24.4011
H131 18.3276 11.2908 18.5496
H132 17.3516 12.7607 18.7759
H133 16.5629 11.1363 18.6322
H134 18.4683 11.7573 20.8770
H135 17.3595 10.3535 20.7657
H136 15.9345 13.8552 24.9109
H137 15.4602 12.1123 24.8238
H138 14.3236 13.4172 24.4201
C61 19.5180 17.6979 8.8347
C62 18.8381 18.8272 9.6254
O19 18.0922 18.1021 10.5978
C63 16.7904 17.8791 10.3452
O20 16.1801 18.2681 9.3781
O21 16.3422 17.0892 11.3356
C64 14.9035 16.7889 11.1964
H139 19.6655 16.8300 9.4654
H140 20.4981 17.9946 8.4530
H141 18.9438 17.5086 7.9246
H142 18.1546 19.3971 9.0491
H143 19.5687 19.4286 10.1728
H144 14.7447 16.0203 11.9866
H145 14.6899 16.4213 10.1678
H146 14.3330 17.6779 11.4877
C65 14.8022 19.5138 20.0737
C66 14.7570 20.4243 21.3108
O22 13.8705 19.9225 22.3559
C67 14.4168 19.0296 23.1905
O23 15.5867 18.6769 23.1737
O24 13.5944 18.5852 24.1274
C68 12.2970 19.1358 24.3009
H147 13.8158 19.1675 19.6719
H148 15.4821 18.6681 20.1014
H149 15.1801 20.1118 19.2339
H150 14.2927 21.3623 21.0212
H151 15.7455 20.6395 21.6593
H152 12.3837 20.1800 24.5426
H153 11.8075 18.5595 25.0650
H154 11.6957 19.0403 23.3714
C69 21.6926 17.5713 18.8222
C70 20.5820 16.5464 18.7868
O25 19.6141 16.9329 19.7679
C71 18.7891 15.9762 20.1811
O26 18.8396 14.8034 19.8653
O27 18.0117 16.5306 21.0634
C72 17.1227 15.6750 21.8745
H155 21.3621 18.6357 18.8174
H156 22.4439 17.3243 18.0684
H157 22.0620 17.4560 19.8401
H158 20.9597 15.5115 18.8704
H159 20.0676 16.6085 17.8205
H160 16.9811 16.3380 22.7409
H161 17.7523 14.8059 22.1259
H162 16.1996 15.4652 21.3333

The relative energy (zero: lowest compared OMol25 entry of this formula, charge and spin) is 0.0 kcal per mole. Its HOMO energy is -0.298 Ha. As for the spin multiplicity: 1.